A 14-piece molecular cluster, C54H110O14 overall, computed with wB97M-V/def2-TZVPD.

The value obtained for the total energy is -3176.481929 hartree. The frontier orbital gap comes out at 0.3601 hartree. Its spin multiplicity is 1. The strongest force on any atom comes out at 3.69 eV/A. Its energy above the lowest of the compared OMol25 structures with the same formula, charge and spin is 0.000 eV. The total charge is 0.

Geometry (Å):
C (15.34729, 2.13336, -11.23959)
C (14.28463, 1.40919, -10.49280)
C (13.81132, 2.54734, -9.62689)
O (13.69424, 3.67852, -10.52894)
C (14.52114, 3.38305, -11.65297)
H (15.73166, 1.61156, -12.11600)
H (16.20131, 2.29446, -10.58171)
H (14.58452, 0.50829, -9.95749)
H (13.58679, 0.97480, -11.20863)
H (14.47006, 2.66748, -8.76681)
H (12.84987, 2.23750, -9.21736)
H (15.09206, 4.30418, -11.76986)
H (13.89849, 3.01161, -12.46687)
C (14.87872, 10.61715, -5.01844)
C (15.70033, 10.31608, -3.79453)
C (15.51089, 8.81288, -3.52205)
O (15.63984, 8.39294, -4.92946)
C (15.15543, 9.33837, -5.82581)
H (15.00695, 11.59404, -5.48462)
H (13.84160, 10.52373, -4.69635)
H (15.33661, 10.95202, -2.98744)
H (16.74560, 10.48395, -4.05403)
H (14.50956, 8.61741, -3.13836)
H (16.26611, 8.43408, -2.83339)
H (14.26862, 8.87232, -6.25528)
H (15.99812, 9.55077, -6.48372)
C (16.65079, 3.13131, -4.96480)
C (16.02169, 4.51660, -5.12311)
C (16.09449, 5.04946, -3.71824)
O (15.99183, 3.93838, -2.87513)
C (16.09747, 2.67974, -3.60179)
H (17.73934, 3.18670, -4.95488)
H (16.35200, 2.44040, -5.75312)
H (14.97777, 4.36664, -5.39854)
H (16.53628, 5.12259, -5.86880)
H (15.25056, 5.73014, -3.60614)
H (16.99926, 5.63827, -3.56728)
H (15.08588, 2.29694, -3.73687)
H (16.82706, 2.01443, -3.14009)
C (13.93129, -0.61647, -6.08409)
C (15.25078, -0.50513, -5.39495)
C (16.38477, -0.43753, -6.44267)
O (15.65794, 0.21216, -7.44066)
C (14.27215, -0.18587, -7.46917)
H (13.16303, -0.17925, -5.44634)
H (13.65586, -1.66947, -6.14265)
H (15.51870, -1.24083, -4.63661)
H (15.22118, 0.43846, -4.85009)
H (16.69748, -1.37808, -6.89617)
H (17.33336, 0.00667, -6.14107)
H (14.30511, -0.98397, -8.21083)
H (13.69206, 0.65735, -7.84409)
C (11.37683, 7.80872, -10.51552)
C (10.64027, 8.82631, -9.71029)
C (9.39569, 8.07091, -9.20863)
O (9.71932, 6.69287, -9.40729)
C (10.59487, 6.53496, -10.58993)
H (12.42258, 7.63506, -10.26183)
H (11.50496, 8.22287, -11.51560)
H (10.28885, 9.70996, -10.24300)
H (11.31462, 9.06034, -8.88652)
H (8.53245, 8.29134, -9.83657)
H (9.11935, 8.31589, -8.18309)
H (10.08201, 6.41165, -11.54381)
H (11.19461, 5.63179, -10.47727)
C (13.82932, 11.70251, -8.39937)
C (13.21437, 13.05770, -8.07238)
C (11.89075, 13.03350, -8.91796)
O (12.01458, 11.99249, -9.84170)
C (13.32098, 11.43519, -9.82427)
H (13.22067, 11.02825, -7.79686)
H (14.89006, 11.55313, -8.19786)
H (13.78521, 13.92672, -8.39959)
H (13.14409, 13.09014, -6.98513)
H (11.58963, 13.99634, -9.33071)
H (11.05844, 12.61617, -8.35122)
H (13.98739, 11.91656, -10.54000)
H (13.36013, 10.39914, -10.16069)
C (11.32756, 4.39168, -2.24746)
C (10.75301, 3.16092, -2.92358)
C (11.04894, 2.12978, -1.90775)
O (12.33668, 2.59193, -1.36223)
C (12.63161, 3.93459, -1.65748)
H (10.57646, 4.68079, -1.51238)
H (11.31241, 5.24632, -2.92383)
H (11.20106, 3.04285, -3.91019)
H (9.68052, 3.27091, -3.08414)
H (11.05986, 1.11587, -2.30771)
H (10.28336, 2.11019, -1.13213)
H (13.40833, 3.96099, -2.42175)
H (12.97288, 4.38837, -0.72704)
C (16.18546, 8.00401, -9.16796)
C (17.69303, 7.79098, -9.12821)
C (17.84926, 6.26803, -9.16934)
O (16.75795, 5.88637, -10.06651)
C (15.76581, 6.90000, -10.17566)
H (15.87128, 8.99902, -9.48320)
H (15.71222, 7.74720, -8.22024)
H (18.13629, 8.32003, -8.28456)
H (18.13750, 8.27925, -9.99548)
H (17.65037, 5.92349, -8.15454)
H (18.83927, 5.85225, -9.35665)
H (14.86050, 6.30909, -10.03660)
H (15.80607, 7.36611, -11.16015)
C (20.26386, 1.59862, -7.20476)
C (18.96013, 1.92563, -7.81264)
C (19.30553, 2.81382, -9.03271)
O (20.71726, 2.62779, -9.20958)
C (21.16174, 1.52560, -8.42529)
H (20.37653, 0.67158, -6.64262)
H (20.57025, 2.32763, -6.45457)
H (18.35688, 2.55865, -7.16188)
H (18.39908, 1.03552, -8.09730)
H (19.20531, 3.88245, -8.84268)
H (18.70241, 2.54859, -9.90103)
H (22.19662, 1.70906, -8.13638)
H (21.13943, 0.58298, -8.97215)
C (8.57789, 12.73146, -3.99515)
C (9.69786, 13.33699, -4.89437)
C (10.96711, 12.47488, -4.70419)
O (10.57747, 11.60817, -3.62803)
C (9.21499, 11.33547, -3.62030)
H (7.57585, 12.78221, -4.42111)
H (8.41049, 13.28887, -3.07354)
H (9.92824, 14.34211, -4.54114)
H (9.48216, 13.48945, -5.95188)
H (11.76969, 13.12750, -4.36061)
H (11.33594, 11.92710, -5.57137)
H (8.90281, 11.15457, -2.59175)
H (8.87512, 10.51269, -4.24930)
C (9.28818, 1.01699, -6.92170)
C (8.94731, 2.42545, -7.29783)
C (10.28519, 2.85607, -7.79616)
O (11.19933, 2.28074, -6.90004)
C (10.65189, 1.07516, -6.27182)
H (9.30715, 0.43818, -7.84513)
H (8.60407, 0.58609, -6.19067)
H (8.56402, 3.07646, -6.51209)
H (8.19744, 2.49514, -8.08583)
H (10.28922, 3.94549, -7.76086)
H (10.47403, 2.45660, -8.79257)
H (10.54058, 1.14747, -5.18993)
H (11.18394, 0.17452, -6.57816)
C (9.41304, 1.09645, -11.80475)
C (10.79377, 1.32653, -12.44583)
C (10.95457, 2.90771, -12.39008)
O (9.55768, 3.31875, -12.61156)
C (8.71514, 2.48712, -11.83398)
H (9.49769, 0.85578, -10.74502)
H (8.74204, 0.40235, -12.31080)
H (10.80787, 1.11149, -13.51432)
H (11.60497, 0.75449, -11.99546)
H (11.64667, 3.37320, -13.09181)
H (11.39036, 3.35402, -11.49622)
H (7.74809, 2.45289, -12.33572)
H (8.58190, 2.72623, -10.77892)
C (7.89282, 5.98072, -6.11989)
C (6.56348, 5.83293, -6.71099)
C (6.09888, 7.21310, -6.97914)
O (6.55385, 7.89932, -5.80951)
C (7.78206, 7.32308, -5.38198)
H (8.67708, 5.89736, -6.87227)
H (8.03191, 5.19291, -5.37955)
H (5.76896, 5.28266, -6.20697)
H (6.61704, 5.42335, -7.71970)
H (5.01359, 7.31382, -6.98889)
H (6.50478, 7.58915, -7.91826)
H (7.71292, 7.12299, -4.31273)
H (8.63793, 7.94285, -5.64935)
C (13.05586, 5.43095, -7.31982)
C (12.88397, 6.89827, -6.77673)
O (11.50542, 7.17496, -6.60618)
H (12.54098, 4.66336, -6.74206)
H (14.09270, 5.12064, -7.44936)
H (12.51752, 5.33876, -8.26310)
H (13.28506, 7.57536, -7.53090)
H (13.47233, 6.99223, -5.86399)
H (11.03560, 7.09892, -7.43990)

Force components x, y, z for each atom (eV/Å):
0.7382 0.3620 -1.0614
0.4179 -1.1904 0.0752
-1.7081 -0.9250 -0.2580
-0.1376 -0.8967 1.3525
1.0906 -0.4323 1.0476
-0.0760 -0.0297 -0.1125
-0.0173 0.5556 0.0046
0.5127 0.3853 0.3439
-0.6852 0.6292 0.0269
0.3458 0.5742 -0.1756
-0.4288 0.7435 0.0949
0.0872 -0.2616 -0.9184
0.0028 0.7143 -0.4829
-1.2922 -1.3554 0.2947
0.0297 0.6173 1.0719
-0.1733 2.0822 -2.1017
0.7427 -2.3349 2.3569
0.2203 1.0189 -0.0885
0.3234 -0.2663 -0.1168
-0.3330 0.4411 -0.0574
0.5211 0.0452 0.2851
0.1872 0.1457 0.4955
-0.0937 -0.2438 -0.0080
0.0886 -0.4568 -0.6016
0.1925 0.7213 -0.6915
-0.3511 -0.2243 -0.8037
-0.3918 -0.3342 -0.1146
0.3464 -0.8464 -0.4891
-0.3979 0.7092 -0.8859
0.1199 -1.0277 1.0107
0.6220 1.9203 -1.0143
0.0773 0.0210 0.1302
0.0496 -0.0113 -0.1368
-0.0540 0.1972 -0.1905
-0.1746 0.1210 0.0286
-0.1121 0.0634 0.5722
0.2951 -0.1635 0.2990
0.0917 -0.4504 0.3427
-0.5432 -0.0922 0.4741
-0.1646 -2.3416 0.6875
2.3696 -0.0369 2.0430
-2.0091 -0.9710 0.0432
0.4080 2.4547 -1.6463
1.1017 0.9016 -0.9058
-0.0637 0.6370 -0.7382
-0.1640 -0.2013 0.0885
-0.5532 -0.3151 0.0871
0.4287 0.1483 -0.0658
-0.1305 -0.8232 0.5147
-0.4171 0.8779 -0.0024
-0.8798 -0.3422 0.1098
0.0723 -0.0644 0.0095
1.6191 0.3837 -2.7858
-0.6175 0.0627 1.3646
0.5004 -0.2420 -1.1627
0.0353 -1.1456 0.0175
-0.6910 0.3427 1.4223
-0.0874 -0.0070 0.7953
-0.0928 -0.1078 -0.3747
0.6136 0.0811 0.0172
-0.4104 0.6644 0.2336
-0.1604 0.2528 -0.0941
0.1615 -0.5099 0.1704
-0.6991 0.1791 0.2178
-0.0442 0.0291 0.4218
-1.2118 -0.4951 -0.5105
-0.0633 0.3774 -0.5785
-0.1808 -0.8356 2.1259
0.8488 -0.9257 -1.8047
1.1458 0.6509 0.0252
0.4283 -0.4722 0.3902
-0.0968 0.1339 -0.1704
0.3645 -0.1440 0.0102
-0.6128 0.4448 -0.0649
0.3245 -0.0474 -0.3179
-0.2702 0.8750 0.7814
-0.0014 0.5694 -0.2588
-0.6944 -0.2160 0.4171
-1.4482 1.6179 -0.3494
-0.6434 0.9160 -0.7938
1.1240 0.2406 0.3597
-0.4609 -2.7564 0.5956
-0.6817 -0.3395 -0.6748
0.2645 0.0021 0.6169
0.6117 0.0405 -0.1312
0.2610 -0.4658 0.0439
-0.0939 0.0606 -0.0623
0.7861 -0.0871 0.0739
0.0625 0.2478 0.3116
0.3459 0.1886 0.1079
-0.0950 0.3560 -0.2047
-0.8467 -1.2952 -0.1594
0.4259 0.6867 -0.0717
-1.4919 1.2581 0.4951
1.9180 -0.9041 0.2547
0.8374 0.3036 0.2644
0.0544 -0.0286 0.0540
0.1857 0.2920 0.2905
0.0970 -0.4111 0.2974
0.0619 -0.2200 -0.3069
-0.4505 -0.3586 0.2017
-0.2477 0.1976 -1.0948
-0.5455 0.7937 0.1851
-0.1457 -0.3220 -0.4055
1.3257 -1.1369 0.7214
-1.6785 1.0405 -0.1960
0.7729 -0.4261 0.6617
0.2029 -0.2968 -0.8466
0.5144 1.2547 0.4863
-0.6676 -0.3619 -0.0873
0.2935 0.4933 -0.4637
-0.3204 -0.4533 0.1788
-0.0873 0.1090 -0.0826
-0.3575 -0.1409 0.1096
0.2366 -0.0642 -0.2464
0.1326 0.0610 -0.2562
-0.3924 -0.1759 -0.0153
0.5648 -0.5062 -0.4697
0.0912 0.8783 -0.1291
-1.3179 0.2713 1.0309
1.6612 -0.6296 -0.0133
-1.6762 1.8243 0.2186
0.1545 -0.6519 -0.5353
0.6609 0.1744 0.0788
-0.0093 0.0618 0.0629
-0.4874 -0.3892 -0.0050
0.1924 -0.3262 0.2023
-0.3467 -0.1997 -0.1911
0.2848 -0.4908 0.0048
0.2741 -0.0632 -0.3099
-1.2323 -0.9295 0.9475
-0.9073 0.1870 -0.5741
-0.4512 0.4981 0.1628
1.5099 -0.5480 1.4281
-0.7019 0.9252 -1.8025
-0.0157 -0.2978 0.1401
-0.3538 -0.2742 -0.3632
0.3243 -0.1846 0.3822
-0.0800 -0.2022 -0.1135
0.8189 0.0565 -0.2312
-0.0012 0.2652 -0.3732
0.5244 0.3239 0.0115
0.5456 0.2339 0.2950
-0.2947 0.5829 0.0077
0.1974 1.3986 -0.2557
-1.1614 -0.7613 0.2834
1.3421 0.5974 0.4745
0.6877 -0.9960 -0.5681
0.1615 -0.5590 -0.1214
0.5175 -0.3979 0.0282
-0.2283 -0.2842 0.0305
-0.1125 0.1648 0.1671
-0.6330 -0.3670 -0.9700
-0.5742 -0.5082 0.9010
0.0158 0.1273 0.1001
0.0269 1.0467 -0.0154
0.8011 -0.6453 1.4566
-1.9596 -1.1884 -2.8869
-0.4430 0.8281 1.1804
0.0447 0.9022 -0.1709
0.1577 -0.4254 -0.4874
0.0773 0.3159 0.1069
0.4346 -0.1088 -0.0702
0.4545 -0.0952 0.5682
0.1250 -0.8221 0.0095
0.0154 0.0533 -0.1670
0.2522 0.4179 0.0168
0.1624 0.4572 0.0627
0.0044 0.3089 0.3366
-0.5260 0.6100 0.0182
-0.0914 -2.1354 -1.3758
0.0576 0.4068 1.1316
0.1465 0.2192 0.7134
0.0455 0.1815 -0.1140
0.3031 0.2413 -0.4714
0.2867 0.1348 -0.0414
-0.5528 0.2878 0.2703
0.1361 -0.2582 -0.3738

A single CH5BS molecule, computed with wB97M-V/def2-TZVPD.

The value obtained for the total energy is -463.944168 hartree. As for the expectation value of S²: 2.01. The frontier orbital gap (spin up / spin down) comes out at 0.2465 / 0.3295 hartree. Its spin multiplicity is 3. The strongest force on any atom comes out at 2.17 eV/A. Its energy above the lowest of the compared OMol25 structures with the same formula, charge and spin is 0.131 eV. The total charge is 0.

Geometry (Å):
B (-1.17833, 0.78803, 0.08249)
C (1.16415, -1.04093, 0.02044)
S (0.65156, 0.69174, -0.00070)
H (-1.75959, 0.75246, -0.93117)
H (-1.68784, 0.69176, 1.12237)
H (0.28654, -1.68400, 0.06135)
H (1.70347, -1.13194, 0.96921)
H (0.82004, 0.93287, -1.32399)

Force components x, y, z for each atom (eV/Å):
-0.1258 0.1113 -0.3945
-0.7641 0.0900 2.0296
-0.0440 0.4636 -0.5595
-0.0834 -0.0489 -0.4818
0.0480 0.0962 0.7244
0.2281 -0.2252 -0.8969
0.7489 -0.3825 -0.7133
-0.0077 -0.1046 0.2921